(1)
C10H18N2O5 | wB97M-V/def2-TZVPD

Output
Kohn-Sham gap ... 10.3 eV
Highest occupied orbital energy ... -9.788 eV
SMILES string ... CC(C)C[C@H](N)C(=O)N[C@@H](CC(=O)O)C(=O)O
Net charge ... 0
Relative energy (zero: lowest compared OMol25 entry of this formula, charge and spin) ... 50.5 kcal/mol

Element x y z (Å)
C 3.737 0.583 -0.759
C 3.202 0.021 0.540
C 3.720 -1.401 0.569
C 1.649 0.238 0.738
C 0.664 -0.675 -0.019
N 0.516 -0.421 -1.419
C -0.722 -0.496 0.694
O -0.960 -0.210 1.848
N -1.745 -0.793 -0.182
C -2.998 -0.247 0.128
C -3.271 1.159 -0.565
C -2.222 2.014 -0.060
O -1.127 2.090 -0.471
O -2.616 2.735 1.017
C -4.224 -1.160 -0.003
O -5.382 -0.806 -0.239
O -3.951 -2.460 0.246
H 3.618 -0.098 -1.639
H 3.197 1.526 -0.833
H 4.821 0.662 -0.728
H 3.685 0.566 1.424
H 3.542 -1.786 -0.549
H 3.333 -1.975 1.417
H 4.864 -1.293 0.641
H 1.452 1.355 0.372
H 1.435 0.292 1.826
H 0.732 -1.775 0.066
H 0.603 0.564 -1.519
H 1.235 -0.829 -2.070
H -1.408 -0.730 -1.183
H -3.046 0.005 1.242
H -4.264 1.319 -0.212
H -3.396 1.190 -1.712
H -1.759 3.264 1.174
H -2.915 -2.427 0.220

Force components x, y, z for each atom (eV/Å):
C -0.3 0.2 -0.2
C -0.1 0.0 1.1
C 1.2 -0.1 -1.7
C 1.0 1.6 -0.4
C -0.5 -0.3 1.8
N 0.9 -0.5 -1.8
C -0.2 -0.2 -0.6
O 0.9 0.0 -0.2
N 0.7 -0.7 -1.4
C -2.2 2.0 0.5
C -1.4 -2.5 -1.7
C -2.6 1.3 1.5
O 3.1 0.1 -1.4
O 2.2 1.1 -0.1
C -2.6 -0.3 -0.7
O 2.8 -0.3 0.6
O 2.9 1.1 -0.4
H -0.7 0.6 0.6
H 0.6 0.3 -1.0
H 0.1 0.6 0.2
H -0.6 -0.4 -1.2
H 0.1 -0.1 2.8
H 0.1 -0.4 -0.5
H -1.6 -0.5 0.1
H 0.1 -2.2 0.6
H -0.1 -0.4 -0.7
H 0.9 0.3 0.4
H -0.2 1.1 -0.5
H -0.9 0.3 1.4
H -0.5 -0.1 1.3
H 0.4 -0.4 -1.2
H -0.6 1.0 0.4
H 0.8 -0.5 1.7
H -1.8 -0.8 0.3
H -2.2 -0.7 0.3

(2)
C19H20ClN6OPdS2 | wB97M-V/def2-TZVPD

Output
Kohn-Sham gap (spin up / spin down) ... 5.4 / 6.4 eV
Highest occupied orbital energy (spin up / spin down) ... -3.119 / -4.066 eV
2S+1 ... 3
Net charge ... -1
Relative energy (zero: lowest compared OMol25 entry of this formula, charge and spin) ... 13.3 kcal/mol

Element x y z (Å)
Pd 0.050 0.577 0.369
N 0.037 1.122 4.796
C 0.123 1.206 3.415
S -1.085 0.332 2.523
N 1.100 1.916 2.956
N 1.183 1.961 1.584
C 2.150 2.652 1.108
C 2.401 2.907 -0.296
C 3.628 3.509 -0.610
C 3.987 3.841 -1.898
C 3.075 3.576 -2.927
C 1.857 3.001 -2.661
C 1.451 2.640 -1.343
O 0.285 2.140 -1.156
H -0.883 0.900 5.137
H 0.506 1.874 5.278
H 2.837 3.105 1.825
H 4.315 3.713 0.207
H 4.947 4.296 -2.107
H 3.332 3.826 -3.951
H 1.148 2.797 -3.455
C -6.202 0.220 -0.605
C -5.159 -0.215 -1.633
C -3.912 -0.751 -1.007
N -2.740 -0.288 -1.249
N -1.745 -0.902 -0.543
C -2.181 -1.855 0.229
N -1.391 -2.647 1.000
S -3.907 -2.061 0.146
H -7.068 0.663 -1.098
H -5.781 0.957 0.079
H -6.553 -0.626 -0.012
H -4.843 0.630 -2.244
H -5.585 -0.963 -2.307
H -0.442 -2.291 1.079
H -1.779 -2.908 1.892
Cl 2.758 -1.249 1.979
C 2.118 -2.375 0.818
C 2.102 -3.720 1.151
C 1.557 -4.651 0.280
C 1.024 -4.207 -0.928
C 1.051 -2.867 -1.252
C 1.606 -1.886 -0.398
C 1.584 -0.486 -0.752
H 2.516 -4.025 2.104
H 1.543 -5.700 0.544
H 0.581 -4.914 -1.619
H 0.628 -2.528 -2.190
H 2.480 0.065 -0.472
H 1.296 -0.309 -1.786

Force components x, y, z for each atom (eV/Å):
Pd -0.4 0.2 -0.1
N 0.0 0.0 0.0
C 0.0 0.0 0.0
S 0.0 -0.2 0.1
N 0.2 0.1 0.2
N 0.1 -0.1 -0.2
C -0.1 0.1 0.0
C 0.0 0.0 -0.1
C 0.0 0.0 0.0
C 0.0 0.0 0.0
C 0.0 0.0 0.0
C 0.0 0.0 0.0
C 0.0 0.1 0.1
O 0.1 -0.1 -0.1
H 0.0 0.0 0.0
H 0.0 0.0 0.0
H 0.0 0.0 0.0
H 0.0 0.0 0.0
H 0.0 0.0 0.0
H 0.0 0.0 0.0
H 0.0 0.0 0.0
C 0.0 0.0 0.0
C 0.0 0.0 0.0
C 0.0 0.0 0.0
N -0.1 0.0 -0.1
N 0.1 0.0 0.1
C -0.1 0.1 -0.1
N 0.0 0.0 0.0
S 0.0 0.0 0.0
H 0.0 0.0 0.0
H 0.0 0.0 0.0
H 0.0 0.0 0.0
H 0.0 0.0 0.0
H 0.0 0.0 0.0
H 0.0 0.0 0.0
H 0.0 0.0 0.0
Cl 0.1 0.1 0.0
C 0.0 -0.1 0.0
C 0.0 0.0 0.0
C 0.0 0.0 0.0
C 0.0 0.0 0.0
C 0.0 0.1 0.0
C -0.1 -0.1 -0.1
C 0.2 -0.1 0.0
H 0.0 0.0 0.0
H 0.0 0.0 0.0
H 0.0 0.0 0.0
H 0.0 0.0 0.0
H -0.1 0.0 0.0
H 0.0 0.0 0.0

(3)
C31H98CrN7O15 | wB97M-V/def2-TZVPD

Output
Kohn-Sham gap (spin up / spin down) ... 5.3 / 5.7 eV
Highest occupied orbital energy (spin up / spin down) ... -10.429 / -10.429 eV
2S+1 ... 5
Net charge ... +1

Element x y z (Å)
Cr 39.413 -6.137 22.181
C 38.572 -2.433 21.908
C 38.380 -3.030 23.304
C 37.122 -2.516 23.922
O 38.458 -4.380 23.206
H 39.547 -2.696 21.499
H 38.778 -1.365 21.843
H 37.806 -2.709 21.184
H 39.145 -2.572 23.932
H 36.807 -3.112 24.778
H 36.355 -2.424 23.153
H 37.146 -1.516 24.354
C 39.807 0.834 24.253
C 41.351 0.969 23.962
C 42.174 1.005 25.273
O 43.533 1.111 24.809
C 44.017 2.442 24.566
N 41.651 -0.297 23.277
H 39.618 0.124 25.058
H 39.260 0.404 23.413
H 39.315 1.766 24.532
H 41.648 1.834 23.368
H 42.003 0.052 25.772
H 41.897 1.873 25.872
H 43.333 2.959 23.893
H 44.957 2.323 24.028
H 44.005 2.962 25.525
H 42.655 -0.402 23.322
H 41.410 -1.056 23.899
C 39.447 5.119 21.905
C 38.632 4.849 20.661
C 37.686 3.740 20.959
O 38.369 2.518 21.231
C 37.483 1.332 21.138
N 38.023 6.126 20.226
H 40.023 4.246 22.211
H 38.884 5.557 22.729
H 40.265 5.800 21.672
H 39.412 4.723 19.910
H 37.086 3.652 20.053
H 36.939 3.979 21.716
H 38.201 0.513 21.103
H 36.895 1.465 20.230
H 36.930 1.164 22.062
H 37.354 6.394 20.932
H 37.409 6.111 19.424
C 34.478 1.576 28.694
C 34.657 0.142 28.191
C 35.630 0.217 26.959
O 35.508 1.298 26.181
C 36.481 1.385 25.079
N 35.204 -0.660 29.292
H 35.458 2.039 28.810
H 33.919 1.617 29.629
H 33.952 2.126 27.914
H 33.693 -0.220 27.834
H 35.407 -0.669 26.364
H 36.664 0.160 27.300
H 37.530 1.356 25.374
H 36.339 2.366 24.625
H 36.235 0.555 24.418
H 34.625 -0.668 30.119
H 35.242 -1.629 29.008
C 43.876 -3.965 19.525
C 43.828 -3.034 20.722
C 44.445 -1.672 20.427
O 44.520 -1.004 21.612
C 45.319 0.190 21.638
N 42.389 -2.944 21.000
H 43.310 -3.705 18.631
H 43.564 -4.970 19.810
H 44.890 -4.055 19.136
H 44.304 -3.489 21.590
H 43.868 -1.093 19.706
H 45.428 -1.877 20.003
H 46.354 -0.150 21.611
H 45.005 0.663 22.569
H 45.015 0.821 20.802
H 42.235 -2.158 21.614
H 41.968 -2.645 20.132
C 41.170 -4.409 27.753
C 40.689 -3.892 26.409
C 41.863 -3.911 25.360
O 42.534 -2.662 25.434
C 43.563 -2.604 24.451
N 39.649 -4.752 25.928
H 42.082 -3.979 28.170
H 41.347 -5.482 27.832
H 40.428 -4.148 28.508
H 40.210 -2.913 26.437
H 41.468 -3.904 24.344
H 42.539 -4.766 25.364
H 44.175 -1.703 24.495
H 43.237 -2.674 23.413
H 44.301 -3.371 24.689
H 38.906 -4.715 26.610
H 39.252 -4.471 25.043
C 41.011 -4.689 17.373
C 39.661 -4.129 17.030
C 38.899 -4.921 15.991
O 39.637 -4.743 14.778
C 39.175 -5.488 13.574
N 38.940 -3.791 18.279
H 41.777 -4.237 16.743
H 41.058 -5.776 17.305
H 41.284 -4.300 18.354
H 39.869 -3.133 16.638
H 37.959 -4.412 15.780
H 38.565 -5.939 16.193
H 39.475 -6.526 13.717
H 39.592 -5.162 12.621
H 38.089 -5.452 13.489
H 39.631 -3.310 18.838
H 38.276 -3.150 17.868
C 35.048 -1.703 20.433
C 34.232 -2.302 19.280
C 34.555 -3.723 18.831
O 34.060 -3.932 17.505
C 34.768 -4.950 16.765
N 32.900 -2.244 19.785
H 34.702 -0.720 20.752
H 36.074 -1.614 20.075
H 35.213 -2.374 21.276
H 34.459 -1.667 18.424
H 34.152 -4.440 19.546
H 35.604 -4.003 18.937
H 35.106 -5.833 17.307
H 35.730 -4.572 16.419
H 34.194 -5.265 15.894
H 32.565 -1.303 19.938
H 32.336 -2.535 18.999
O 38.716 -5.568 20.308
H 38.051 -6.069 19.835
H 38.891 -4.812 19.747
O 40.565 -1.677 18.929
H 40.554 -0.796 19.302
H 40.730 -1.541 17.996
O 33.265 -3.475 22.354
H 34.004 -4.084 22.334
H 33.257 -3.080 21.482
O 35.539 -5.065 21.972
H 36.359 -4.787 22.378
H 35.678 -5.988 21.756
O 36.705 -4.294 27.256
H 36.585 -3.427 26.870
H 36.833 -4.875 26.506
O 36.712 -6.022 25.154
H 36.445 -6.855 24.767
H 37.358 -5.669 24.542
O 41.341 -5.362 21.771
H 41.585 -4.465 21.545
H 42.152 -5.760 22.086

Force components x, y, z for each atom (eV/Å):
Cr -1.1 4.0 0.4
C 1.1 0.6 -0.5
C 0.7 2.5 -1.1
C -1.5 0.2 0.3
O 0.3 -4.5 -0.4
H 0.2 -1.0 0.0
H -0.9 0.4 0.6
H -0.2 -0.1 0.2
H 0.9 -0.4 0.2
H -0.2 -0.4 -0.3
H -0.5 -0.5 0.2
H 0.8 0.2 -0.2
C 0.6 0.7 -0.1
C -2.0 -1.5 1.3
C 0.0 0.9 -2.0
O 0.4 -0.4 0.5
C -1.3 -1.0 0.1
N 0.9 0.1 -0.6
H 0.3 -0.1 0.3
H 0.2 0.3 -0.3
H 0.2 0.1 -0.1
H -0.4 -0.2 -0.3
H 0.4 0.1 0.3
H 0.1 0.0 0.4
H -0.1 0.3 -0.1
H 0.2 0.3 0.6
H 0.7 0.3 -0.1
H 0.6 0.2 -0.6
H -0.7 -0.2 0.4
C 1.3 0.6 0.2
C 1.2 1.8 0.5
C -0.7 -1.2 -1.5
O -1.1 -0.6 0.1
C 2.0 1.5 0.3
N -0.7 -0.1 0.9
H -0.6 -0.4 0.3
H -0.1 -0.2 0.1
H -0.2 0.5 -0.1
H -0.4 -1.2 -0.4
H -0.3 -0.5 -0.4
H 0.3 0.3 0.6
H -0.2 -0.1 -0.5
H -0.3 -0.5 0.2
H -0.5 0.4 -0.1
H 0.1 0.4 0.6
H 0.4 -0.7 -0.6
C -0.1 -0.2 -0.5
C 0.3 1.6 0.2
C 0.3 -2.8 1.6
O 0.4 3.1 -2.2
C -1.5 -0.1 1.3
N 0.5 -0.4 -0.9
H 0.0 0.0 0.2
H 0.0 0.0 0.0
H -0.1 0.2 0.2
H -0.1 -0.2 -0.1
H 0.2 -0.7 -0.3
H 0.3 -0.4 0.5
H -0.2 -0.4 0.6
H -0.3 -0.2 -0.2
H 0.2 0.1 -0.4
H -0.3 0.4 -0.1
H 0.2 -0.3 0.0
C 1.4 -0.7 -0.4
C -1.1 -0.2 -1.2
C 0.4 -1.1 -0.4
O -0.1 0.8 1.6
C -1.1 -1.1 0.0
N -0.3 0.1 0.6
H -0.3 0.5 0.4
H -0.1 0.0 0.0
H 0.2 -0.1 0.2
H 0.3 0.1 -0.1
H -0.3 -0.1 -0.4
H 0.4 0.2 -0.2
H 0.2 0.6 0.0
H 0.5 0.1 0.0
H 0.4 0.2 -0.1
H -0.3 0.3 0.5
H -0.4 0.0 -0.2
C -0.1 0.6 1.2
C 1.7 -0.7 -1.1
C -1.3 1.5 -0.2
O 0.8 0.2 -0.4
C 0.9 0.0 0.8
N -0.5 -1.6 -0.2
H 0.2 0.5 -0.6
H -0.3 -0.1 -0.6
H -0.2 -0.2 0.1
H 1.0 0.7 0.4
H -0.7 -0.4 -0.4
H 0.2 -0.2 0.8
H -0.6 0.5 0.4
H -0.4 -0.3 0.1
H 0.0 -0.5 -0.3
H -0.3 -0.3 0.1
H 0.1 0.3 -0.1
C 0.7 0.2 0.0
C 0.9 0.2 0.5
C -0.9 1.3 -1.7
O 0.3 -0.8 -1.4
C -0.1 -0.3 1.9
N -0.6 -1.7 -0.8
H 0.0 -0.4 -0.4
H 0.2 0.1 0.2
H 0.0 -0.6 0.3
H -0.1 -0.1 -1.0
H -0.5 0.2 0.4
H 0.8 -0.4 0.4
H -0.1 -0.1 -0.1
H 0.4 0.6 0.6
H -0.1 0.1 0.1
H -0.4 0.8 -0.1
H -0.6 0.5 1.3
C 2.1 -1.0 -0.6
C 1.4 0.9 1.0
C 0.2 -0.5 0.5
O 0.6 -1.0 0.0
C 0.3 0.7 0.1
N -1.8 -0.4 -1.3
H -0.2 -0.2 0.0
H 0.3 0.6 -0.2
H -0.8 0.1 0.1
H -0.4 0.2 -0.4
H -0.8 -0.1 0.0
H 0.7 0.7 -0.6
H -0.8 -0.2 0.7
H 0.1 0.6 -0.3
H -0.2 0.2 0.3
H 0.4 0.4 0.3
H -0.8 -0.5 0.1
O 0.0 -2.3 2.1
H -0.3 -0.1 -0.2
H 0.2 1.5 -1.4
O 0.2 0.1 0.1
H 0.0 0.4 0.3
H 0.1 0.1 -0.4
O -0.2 -0.1 0.8
H 0.1 -0.3 0.1
H -0.5 0.2 -0.5
O 0.1 -0.2 -0.4
H 0.6 0.4 0.5
H -0.3 -0.3 0.0
O 0.3 0.4 0.6
H -0.1 0.3 0.0
H -0.4 -0.5 -0.2
O 0.0 -0.3 -0.2
H -0.3 -0.3 0.2
H 0.4 0.6 -0.4
O -0.7 -2.6 0.7
H 0.6 2.5 -0.7
H 0.4 -0.2 0.1

(4)
C27H35KN6O8 | wB97M-V/def2-TZVPD

Output
Kohn-Sham gap ... 7.2 eV
Highest occupied orbital energy ... -2.973 eV
Net charge ... -2
Relative energy (zero: lowest compared OMol25 entry of this formula, charge and spin) ... 10.9 kcal/mol

Element x y z (Å)
K 0.268 0.834 -0.667
O 0.285 5.394 0.219
C -0.036 4.192 0.118
O 0.381 3.372 -0.740
C -0.975 3.679 1.243
C -0.148 2.917 2.298
C -0.925 2.853 3.627
C -1.973 1.753 3.311
C -1.636 1.441 1.844
O -0.202 1.551 1.865
C -2.100 2.623 0.971
C -2.514 2.320 -0.493
O -3.112 3.255 -1.061
O -2.299 1.168 -0.961
H -1.401 4.576 1.688
H 0.890 3.232 2.381
H -0.271 2.553 4.447
H -1.373 3.817 3.875
H -1.811 0.868 3.928
H -3.004 2.085 3.441
H -1.918 0.452 1.495
H -3.024 3.026 1.394
O 2.036 -2.442 1.438
C 2.803 -1.806 0.667
N 3.355 -2.205 -0.442
C 3.038 -3.376 -1.034
O 3.673 -4.422 -0.971
C 1.831 -3.337 -1.972
C 1.282 -4.547 -2.390
C 0.184 -4.525 -3.231
C -0.313 -3.299 -3.648
C 0.309 -2.142 -3.195
N 1.349 -2.158 -2.360
C 3.135 -0.379 1.076
C 3.356 -0.086 2.418
C 3.604 1.223 2.788
C 3.594 2.209 1.813
C 3.337 1.829 0.504
N 3.126 0.566 0.133
H 1.725 -5.467 -2.037
H -0.279 -5.449 -3.558
H -1.166 -3.231 -4.311
H -0.033 -1.162 -3.516
H 3.300 -0.889 3.141
H 3.777 1.476 3.828
H 3.744 3.252 2.059
H 3.252 2.577 -0.277
C -1.048 -3.620 3.058
C -1.373 -3.392 1.584
C -0.667 -4.467 0.743
C -2.881 -3.449 1.361
N -0.892 -2.036 1.293
N -0.932 -1.633 -0.066
H -1.377 -4.612 3.378
H -1.544 -2.863 3.669
H 0.030 -3.541 3.216
H -0.972 -5.463 1.078
H 0.416 -4.369 0.846
H -0.927 -4.383 -0.315
H -3.276 -4.437 1.612
H -3.123 -3.243 0.316
H -3.375 -2.696 1.979
H 0.092 -1.991 1.556
H -1.815 -1.193 -0.304
H -0.720 -2.383 -0.716
C 1.013 3.428 -4.330
N -0.302 3.160 -3.794
C -1.075 4.265 -3.259
C -0.755 1.900 -3.787
O -0.151 0.950 -4.288
H 0.991 3.557 -5.419
H 1.677 2.596 -4.103
H 1.393 4.336 -3.864
H -1.393 4.932 -4.070
H -0.473 4.816 -2.537
H -1.950 3.885 -2.731
H -1.709 1.777 -3.252

Force components x, y, z for each atom (eV/Å):
K 0.4 -0.3 -0.3
O 0.0 0.0 0.0
C 0.0 0.1 0.0
O 0.0 -0.1 0.1
C 0.0 0.0 0.0
C -0.1 0.0 0.1
C 0.0 0.0 0.0
C 0.1 -0.1 0.0
C -0.1 0.1 0.0
O 0.1 0.1 -0.1
C 0.0 0.0 0.1
C -0.1 0.1 0.0
O 0.0 0.0 0.0
O 0.1 0.0 0.1
H 0.0 0.0 0.0
H 0.0 0.0 0.0
H 0.0 0.0 0.0
H 0.0 0.0 0.0
H 0.0 0.0 0.0
H 0.0 0.0 0.0
H 0.0 0.0 0.0
H 0.0 0.0 0.0
O 0.0 0.0 0.0
C -0.1 0.2 0.0
N 0.1 -0.1 0.0
C 0.0 0.1 0.0
O 0.0 0.0 -0.1
C 0.0 0.0 0.0
C 0.0 0.0 0.0
C 0.0 0.0 0.0
C 0.0 0.0 0.0
C 0.1 0.0 0.0
N 0.0 0.0 0.0
C -0.1 0.0 -0.1
C 0.0 0.0 0.1
C 0.0 0.0 0.0
C 0.0 0.0 0.0
C -0.1 0.0 0.1
N 0.0 0.0 0.0
H 0.0 0.0 0.0
H 0.0 0.0 0.0
H 0.0 0.0 0.0
H 0.0 0.0 0.0
H 0.0 0.0 0.0
H 0.0 0.0 0.0
H 0.0 0.0 0.0
H 0.0 0.0 0.0
C 0.0 0.0 0.0
C 0.0 -0.1 0.0
C 0.0 0.0 0.1
C 0.0 0.0 0.0
N 0.0 0.1 0.0
N -0.1 0.0 0.0
H 0.0 0.0 0.0
H 0.0 0.0 0.0
H 0.0 0.0 0.0
H 0.0 0.0 0.0
H 0.0 0.0 0.0
H 0.0 0.0 0.0
H 0.0 0.0 0.0
H 0.0 0.0 0.0
H 0.0 0.0 0.0
H 0.0 0.0 0.0
H 0.0 0.0 0.1
H 0.0 0.0 0.0
C 0.0 0.0 0.0
N 0.1 -0.1 -0.1
C 0.0 0.0 0.0
C -0.1 0.0 0.1
O 0.0 0.0 0.1
H 0.0 0.0 0.0
H 0.0 0.0 0.0
H 0.0 0.0 0.0
H 0.0 0.0 0.0
H 0.0 0.0 0.0
H 0.0 0.0 0.0
H 0.0 0.0 0.0

(5)
C9H9OP | wB97M-V/def2-TZVPD

Output
Kohn-Sham gap (spin up / spin down) ... 4.9 / 4.9 eV
Highest occupied orbital energy (spin up / spin down) ... -6.391 / -6.394 eV
Net charge ... 0
Relative energy (zero: lowest compared OMol25 entry of this formula, charge and spin) ... 106.6 kcal/mol

Element x y z (Å)
C -1.828 -0.515 -1.352
C -2.969 -1.118 -0.997
C -1.055 0.162 -0.465
C -3.391 -0.923 0.343
C -1.354 0.179 0.885
C -2.560 -0.321 1.272
C -0.278 0.589 1.791
C 1.013 0.512 1.300
C 3.396 -0.580 -1.489
O 2.794 0.004 -0.350
P 1.222 -0.458 -0.162
H -1.557 -0.506 -2.339
H -3.459 -1.594 -1.777
H -0.335 0.935 -0.919
H -4.422 -1.326 0.626
H -0.451 0.935 2.728
H 1.730 0.976 1.872
H 2.633 -0.924 -2.098
H 4.314 -1.090 -1.236
H 3.860 0.228 -2.070

Force components x, y, z for each atom (eV/Å):
C 0.6 0.1 -0.1
C -0.4 0.3 2.2
C 2.1 1.9 -1.4
C -1.3 -0.9 -0.3
C 1.8 0.9 1.6
C -2.2 -0.7 1.6
C 0.4 -1.6 -4.2
C -2.9 -1.3 -1.1
C 2.3 2.7 0.1
O -0.9 -0.1 0.0
P 1.1 0.9 2.2
H 0.7 0.0 -2.4
H -1.4 -1.2 -0.9
H -0.9 -0.6 0.5
H 1.4 0.7 -0.3
H -0.8 0.9 2.7
H 2.2 0.6 0.8
H -0.9 -1.9 -1.4
H -0.5 -1.3 0.3
H -0.4 0.3 0.0